The following is a quantum chemistry calculation of a structure of composition C40H39N2O5PSeTi in a non-equilibrium geometry, from OMol25.

Geometry as ORCA input:
```
! wB97M-V def2-TZVPD RIJCOSX def2/J DEFGRID3
* xyz 1 2
Ti 0.64 -0.36 -0.29
O 1.07 -2.92 2.87
C 1.25 -2.08 1.88
O 0.27 -1.66 1.19
C 2.54 -1.64 1.50
C 3.80 -2.03 1.95
C 4.90 -1.69 1.19
C 4.72 -1.05 -0.07
C 3.48 -0.67 -0.43
N 2.41 -0.85 0.40
C 3.01 -0.29 -1.81
O 3.72 0.01 -2.71
O 1.66 -0.46 -1.88
H 0.12 -3.13 2.93
H 3.90 -2.61 2.86
H 5.89 -1.97 1.52
H 5.55 -0.91 -0.76
C -1.16 -0.55 3.44
C -0.64 0.72 2.79
C -0.55 1.87 3.79
C -1.46 1.19 1.59
C -2.93 1.42 1.90
O -3.62 0.76 0.81
C -2.72 0.13 0.06
N -1.49 0.24 0.41
C -3.35 -0.59 -1.08
C -4.74 -0.53 -1.14
C -5.43 -1.09 -2.20
C -4.73 -1.71 -3.22
C -3.35 -1.78 -3.16
C -2.64 -1.25 -2.09
P -0.84 -1.44 -2.03
C -0.28 -1.65 -3.74
C -0.27 -2.89 -4.39
C 0.11 -2.96 -5.73
C 0.48 -1.81 -6.41
C 0.48 -0.58 -5.77
C 0.10 -0.50 -4.43
C -0.63 -3.11 -1.27
C -1.66 -3.77 -0.63
C -1.43 -4.97 0.02
C -0.15 -5.52 0.04
C 0.89 -4.87 -0.62
C 0.66 -3.67 -1.27
H -0.42 -0.96 4.13
H -1.42 -1.31 2.71
H -2.06 -0.34 4.04
H 0.38 0.54 2.42
H -1.55 2.22 4.08
H 0.00 2.73 3.39
H -0.05 1.54 4.71
H -1.02 2.11 1.24
H -3.22 2.46 1.89
H -3.26 0.97 2.83
H -5.29 -0.03 -0.35
H -6.51 -1.02 -2.24
H -5.26 -2.13 -4.07
H -2.81 -2.27 -3.96
H -0.55 -3.79 -3.86
H 0.12 -3.92 -6.23
H 0.77 -1.88 -7.45
H 0.78 0.31 -6.30
H 0.13 0.45 -3.92
H -2.66 -3.35 -0.63
H -2.24 -5.49 0.52
H 0.03 -6.47 0.54
H 1.89 -5.30 -0.62
H 1.46 -3.18 -1.79
C 1.49 6.53 3.50
C 1.34 5.40 2.52
C 2.30 4.40 2.41
C 2.20 3.36 1.49
C 3.29 2.32 1.44
C 1.07 3.33 0.66
Se 0.96 2.03 -0.75
C 0.08 4.31 0.74
C -1.17 4.30 -0.12
C 0.23 5.32 1.68
H 2.42 6.45 4.06
H 0.66 6.54 4.22
H 1.48 7.49 2.98
H 3.17 4.43 3.06
H 4.00 2.48 2.25
H 3.83 2.35 0.49
H 2.88 1.32 1.54
H -1.03 3.75 -1.05
H -1.47 5.31 -0.37
H -2.00 3.83 0.42
H -0.54 6.09 1.74
*
```

Total energy: -5625.5834 Ha
Lowest unoccupied orbital energy (spin up / spin down): -3.26 / -3.90 eV
Gap between HOMO and LUMO (spin up / spin down): 0.228 / 0.238 Eh


The following is a quantum chemistry calculation of a structure of composition C40H40AsBr2N2O3P2Pd, from OMol25.

Geometry as ORCA input:
```
! wB97M-V def2-TZVPD RIJCOSX def2/J DEFGRID3
* xyz 1 3
Pd -0.20 -0.39 0.51
C 3.62 -2.49 -0.46
N 2.37 -1.77 -0.20
P 2.08 -0.01 -0.17
C 2.13 0.38 -1.97
C 1.47 -0.43 -2.89
C 1.48 -0.13 -4.25
C 2.18 0.97 -4.71
C 2.85 1.79 -3.81
C 2.82 1.49 -2.45
C 3.69 0.49 0.52
C 3.74 0.96 1.83
C 4.96 1.33 2.39
C 6.12 1.25 1.64
C 6.07 0.79 0.33
C 4.86 0.40 -0.23
P 0.86 -2.48 -0.03
C 0.42 -2.35 1.75
C -0.82 -2.85 2.20
C -1.24 -2.64 3.50
C -0.43 -1.92 4.38
C 0.80 -1.43 3.97
C 1.22 -1.65 2.66
C 1.07 -4.27 -0.25
C 1.26 -5.14 0.83
C 1.40 -6.50 0.59
C 1.34 -7.00 -0.70
C 1.15 -6.14 -1.78
C 1.01 -4.78 -1.55
H 4.42 -2.09 0.15
H 3.91 -2.41 -1.51
H 3.51 -3.54 -0.22
H 0.91 -1.29 -2.55
H 0.95 -0.77 -4.95
H 2.20 1.20 -5.77
H 3.40 2.65 -4.16
H 3.35 2.12 -1.76
H 2.83 1.05 2.41
H 4.99 1.69 3.41
H 7.07 1.55 2.07
H 6.98 0.72 -0.26
H 4.83 0.04 -1.25
H -1.44 -3.42 1.52
H -2.19 -3.02 3.83
H -0.77 -1.74 5.40
H 1.43 -0.89 4.66
H 2.20 -1.31 2.35
H 1.31 -4.76 1.84
H 1.55 -7.18 1.43
H 1.44 -8.06 -0.88
H 1.11 -6.53 -2.79
H 0.86 -4.10 -2.39
Br -6.19 5.88 1.12
C -4.79 4.62 0.99
C -4.14 4.20 2.14
C -3.13 3.26 2.04
C -2.76 2.76 0.80
C -3.42 3.19 -0.35
C -4.44 4.12 -0.26
C -1.69 1.72 0.70
O -1.27 1.15 1.75
O -1.23 1.42 -0.44
H -4.43 4.61 3.10
H -2.62 2.91 2.92
H -3.12 2.79 -1.31
H -4.96 4.47 -1.14
C 3.15 4.48 0.28
As 1.44 3.66 0.09
C 0.69 4.17 -1.59
C 0.35 4.34 1.50
O 1.54 2.01 0.24
H 3.07 5.56 0.11
H 3.86 4.05 -0.42
H 3.50 4.29 1.30
H 0.59 5.25 -1.63
H -0.28 3.68 -1.66
H 1.34 3.81 -2.38
H 0.67 5.36 1.74
H 0.48 3.68 2.35
H -0.70 4.34 1.19
Br -3.50 -4.89 -1.88
C -3.55 -3.35 -0.81
C -4.60 -3.11 0.05
C -4.57 -1.95 0.81
C -3.48 -1.10 0.70
N -2.45 -1.35 -0.12
C -2.50 -2.45 -0.87
H -5.43 -3.80 0.12
H -5.38 -1.70 1.49
H -3.41 -0.20 1.30
H -1.68 -2.62 -1.56
*
```

Total energy: -10077.6960 Ha
Lowest unoccupied orbital energy (spin up / spin down): -1.97 / -3.68 eV
Gap between HOMO and LUMO (spin up / spin down): 0.289 / 0.267 Eh


The following is a quantum chemistry calculation of a structure of composition C40H40BIN14O7RbS2, from OMol25.

Geometry as ORCA input:
```
! wB97M-V def2-TZVPD RIJCOSX def2/J DEFGRID3
* xyz -2 2
Rb -0.66 -0.55 -0.07
O 0.24 -0.92 -3.21
C -0.30 -1.80 -4.16
C -1.30 -2.80 -3.59
N -2.62 -2.26 -3.26
C -3.23 -1.38 -4.14
C -2.77 0.23 -3.91
O -2.85 0.85 -4.97
O -2.53 0.52 -2.75
C -3.29 -2.73 -2.09
C -3.89 -1.56 -1.17
O -4.98 -1.11 -1.56
O -3.20 -1.30 -0.18
H 0.70 -1.48 -2.53
H 0.48 -2.41 -4.63
H -0.75 -1.19 -4.94
H -0.88 -3.29 -2.71
H -1.46 -3.59 -4.33
H -4.31 -1.37 -4.00
H -2.94 -1.59 -5.17
H -2.61 -3.35 -1.52
H -4.18 -3.30 -2.39
C -1.18 -4.15 2.62
C -0.22 -3.81 1.65
N 0.44 -2.70 1.98
N -0.07 -2.32 3.17
C -1.05 -3.16 3.57
B 0.40 -1.08 3.96
N -0.80 -0.14 4.13
C -1.34 0.52 5.18
C -2.42 1.24 4.71
C -2.46 0.96 3.34
N -1.48 0.14 2.99
N 1.58 -0.39 3.25
C 2.79 -0.08 3.77
C 3.51 0.58 2.80
C 2.64 0.63 1.70
N 1.49 0.05 1.98
N 0.95 -1.61 5.32
C 1.67 -2.75 5.41
C 2.14 -2.86 6.71
C 1.64 -1.71 7.34
N 0.94 -0.96 6.50
H -1.88 -4.97 2.62
H 0.00 -4.28 0.70
H -1.58 -2.98 4.49
H -0.91 0.41 6.16
H -3.08 1.86 5.29
H -3.14 1.31 2.58
H 3.04 -0.35 4.78
H 4.51 0.97 2.89
H 2.79 1.05 0.72
H 1.79 -3.39 4.55
H 2.74 -3.65 7.12
H 1.76 -1.39 8.36
N 1.57 4.65 -0.19
C 0.69 5.41 0.60
C 0.74 6.79 0.57
C -0.11 7.55 1.37
C -1.03 6.92 2.18
C -1.10 5.53 2.20
C -0.23 4.77 1.43
S -0.32 3.01 1.50
N 0.55 2.54 0.14
C 1.33 3.31 -0.49
C 2.13 2.71 -1.61
C 2.91 3.48 -2.47
C 3.63 2.83 -3.47
C 3.54 1.46 -3.58
C 2.73 0.78 -2.67
N 2.05 1.39 -1.71
H 2.08 5.19 -0.87
H 1.47 7.28 -0.08
H -0.05 8.63 1.33
H -1.71 7.50 2.79
H -1.84 5.03 2.81
H 2.98 4.55 -2.39
H 4.24 3.41 -4.16
H 4.08 0.91 -4.34
H 2.62 -0.29 -2.72
S -4.04 3.08 0.61
C -4.63 2.76 -0.92
N -4.34 3.50 -2.02
C -4.74 2.82 -3.25
C -5.53 1.60 -2.72
N -5.47 1.76 -1.27
H -3.49 4.02 -1.96
H -3.88 2.51 -3.85
H -5.39 3.46 -3.85
H -5.08 0.65 -3.00
H -6.56 1.61 -3.08
H -5.45 0.91 -0.73
I 7.96 -5.01 -1.78
C 5.92 -4.57 -1.79
C 5.48 -3.37 -1.25
C 4.12 -3.09 -1.27
C 3.21 -3.99 -1.81
C 3.68 -5.20 -2.33
C 5.03 -5.49 -2.32
C 1.72 -3.67 -1.83
O 0.95 -4.58 -2.19
O 1.42 -2.51 -1.45
H 6.18 -2.67 -0.82
H 3.73 -2.17 -0.85
H 2.95 -5.89 -2.73
H 5.39 -6.43 -2.73
*
```

Total energy: -3984.8337 Ha
Lowest unoccupied orbital energy (spin up / spin down): 3.08 / 2.64 eV
Gap between HOMO and LUMO (spin up / spin down): 0.230 / 0.214 Eh